C45H100N6O3 | ωB97M-V with the def2-TZVPD basis set

CARTESIAN COORDINATES (ANGSTROEM)
H (-3.0306, 6.2018, -3.5485)
C (-4.5603, 2.4281, -2.1415)
H (3.8532, 2.8123, -1.7973)
H (1.0209, -8.7498, -1.9275)
H (-0.4128, -7.9538, -3.9011)
H (-0.6540, 6.3132, -4.4606)
H (-2.9551, 4.9264, -0.7858)
C (-1.5396, -6.2393, -1.1590)
H (-3.2928, 0.9707, 4.7500)
H (3.7395, -1.3546, 3.8742)
H (1.2632, -1.2891, 0.6103)
H (3.7874, -1.1214, 7.4989)
H (5.3002, -3.1047, 7.9956)
H (1.4681, -0.6544, 4.4753)
H (-0.0224, 4.1279, -3.1954)
H (5.5363, -1.8520, 5.8602)
C (1.5972, 0.8654, -5.8309)
C (-0.0360, -8.9878, -1.9580)
C (4.0788, 0.2745, -3.9002)
H (3.7814, -0.2332, 5.9177)
H (-4.6503, 1.1403, -0.5662)
H (0.9220, -2.3030, 4.8163)
H (-1.8037, 0.1382, 4.6842)
H (4.7561, 0.4577, -3.0765)
C (0.9707, 4.6579, 0.8655)
N (3.4682, -2.2577, 5.7833)
H (-0.4496, 3.3189, -4.7085)
C (1.3861, -0.9002, 1.6202)
C (-3.4220, -3.7118, 0.0157)
H (-5.9251, 2.3980, -0.3040)
H (0.7357, 1.3262, -8.6555)
H (2.1309, 2.8421, -1.1047)
H (0.7573, 0.1004, -3.9873)
H (3.5658, -5.2380, 6.9722)
H (-1.5271, 2.4259, 4.9716)
H (-3.9729, -4.2141, -0.7725)
H (-0.6270, -5.7930, -3.0749)
C (-1.7334, 2.1721, 3.9372)
C (0.7514, 3.9708, 4.3109)
H (-0.2904, 0.1561, -6.6802)
C (0.1623, 5.7091, 1.7045)
H (-1.9217, 5.4090, -2.4477)
H (-2.9154, -2.1656, -1.4834)
C (3.3184, -1.0149, 6.5247)
H (4.1117, 0.7462, -0.9548)
H (-1.6474, 5.3709, -5.4704)
H (-0.4449, 6.4502, 1.1839)
H (-2.0412, -0.0663, 2.2154)
H (-3.5589, -0.6684, 3.0075)
H (-0.6209, -3.4565, -1.8027)
H (-4.0314, -3.3182, 0.8298)
C (2.8752, 2.3529, -1.7265)
C (-2.4720, -4.7159, 0.6013)
O (-0.1724, 1.6016, -0.5949)
C (4.9744, -2.7745, 5.8588)
H (-4.4369, 3.7636, 0.7015)
H (2.3912, 0.8690, -0.2595)
H (2.5937, 1.0677, -6.2379)
H (-2.0394, -4.3058, -2.3128)
H (2.3634, -3.9830, 5.5672)
H (-1.9922, -4.2271, 1.4521)
H (0.7299, -4.6891, -0.6573)
H (-3.5261, 0.8944, 2.2112)
C (1.0383, -1.9767, 2.7357)
H (2.2616, -0.8545, 6.7382)
H (-2.5339, 3.2115, -3.6648)
H (-0.1275, 3.9155, 4.9414)
H (4.3772, 0.7518, -4.8292)
H (0.8043, 4.5577, -4.6455)
H (-0.4714, -9.0488, -0.9611)
C (-0.1816, 4.2819, -4.2663)
C (-0.6998, -7.9670, -2.8511)
H (-1.7792, -8.1146, -2.9460)
O (-1.0342, 1.2153, -2.6280)
N (-1.3704, -4.9221, -0.4502)
H (2.1252, 0.2468, -8.4888)
H (2.1549, 3.9328, 2.4814)
C (-0.5021, -6.5051, -2.2610)
H (0.8877, -1.0340, -6.6507)
C (-4.9074, 2.1889, -0.6433)
N (2.7103, 0.5913, -3.4604)
H (2.8719, -1.0181, -2.2043)
H (-1.4626, 4.3870, 1.8219)
H (-4.4107, 5.8360, -2.2706)
H (2.0008, -0.9354, -4.7996)
H (0.0366, -3.9332, 0.7561)
H (0.6552, -0.0953, 1.7103)
H (-5.6475, 4.8627, -1.2779)
H (0.8505, 6.2372, 2.3636)
C (2.4670, 2.0493, -3.1605)
C (-2.3452, 5.3667, -3.4531)
N (0.2138, 3.6271, 3.0070)
H (-0.2685, -9.9654, -2.3678)
C (-3.8294, 3.0775, 0.1122)
H (1.8988, -2.9516, 7.0119)
H (1.2425, 2.5524, 1.6203)
C (-0.5421, 2.2245, 3.0563)
C (-0.7317, 4.7789, 2.5370)
N (-3.9709, 3.8538, -2.2197)
H (-2.8808, -5.6795, 0.9075)
C (3.6021, -4.2145, 7.3339)
H (1.2483, 1.8771, -5.6263)
H (1.3796, -0.1500, -1.9249)
C (2.4449, -0.0150, -2.1005)
H (5.1140, -3.3489, 4.9493)
H (-2.1882, 3.4258, -1.0476)
H (0.2603, 1.6273, 3.4960)
C (1.3133, 3.5831, 1.9092)
C (-4.9956, 4.9383, -2.1370)
H (1.8421, 5.0091, 0.3161)
H (2.9372, 2.7754, -3.8257)
C (-2.4630, -2.7778, -0.7162)
H (5.8041, -4.3991, 6.8995)
C (0.7840, 0.0513, -6.8359)
H (0.4704, -6.4279, -1.7781)
H (-2.5160, -6.2782, -1.6269)
H (3.1864, -2.9725, 3.7644)
H (4.0152, -0.7730, -4.1783)
H (0.5416, -0.4279, -8.8344)
H (2.4229, -0.5781, 1.7051)
C (-1.1875, 5.3578, -4.4766)
H (1.4538, 3.1883, 4.5802)
C (1.7060, 0.0770, -4.5152)
H (1.4849, -2.9355, 2.4698)
H (-1.5125, -7.1144, -0.5104)
C (-3.1677, 3.8852, -0.9635)
H (3.3411, -4.1595, 8.3881)
C (-2.4511, 0.7861, 4.0806)
H (0.2108, -5.7046, 0.7231)
C (1.0561, 0.3535, -8.2682)
C (-3.1691, 4.0737, -3.4833)
H (-5.4382, 2.3461, -2.7808)
H (-3.1499, 2.5434, 0.7562)
H (-1.1840, 5.1441, 3.4580)
H (-0.0301, -2.1095, 2.8621)
H (-0.6998, 1.9125, 2.0221)
C (3.0284, -2.0541, 4.3337)
H (1.2071, 4.9549, 4.3611)
H (0.3300, 4.1712, 0.1251)
H (1.3857, 2.1236, -3.1749)
C (-1.5969, -3.7874, -1.4628)
H (-3.9401, 4.1385, -4.2547)
H (-3.7502, 1.8214, -2.5428)
C (-0.0065, -4.8243, 0.1319)
H (-1.9270, -2.2194, 0.0493)
H (-5.6735, 4.8550, -2.9863)
C (1.5578, -1.6934, 4.1735)
O (-1.9909, 0.3247, -0.7950)
C (-2.9307, 0.1891, 2.7882)
C (2.6937, -3.3993, 6.4172)
C (3.0521, 0.8928, -1.1152)
C (5.0471, -3.6447, 7.0825)
N (-1.0755, 1.0389, -1.3560)
H (-2.4415, 2.8821, 3.5072)

Results
Total energy in Ha: -2327.40607
Charge: +4
Max |F| in eV/A: 3.3
LUMO energy in eV: -7.62
Orbital gap in hartree: 0.3592
Energy relative to the best compared isomer or geometry (same formula, charge and spin) in eV: 0.9659